115
Properties=species:S:1:pos:R:3:forces:R:3:mulliken_charge:R:1 method="wB97M-V/def2-TZVPD" orbital_gap_ev=7.148 e_homo_ev=-14.3396 de_lowest_kj_mol=52.2 energy_ev=-108145.632 total_charge=+3
Sc -0.123 1.231 -0.009 -0.28 -0.29 0.15 -0.678
P -1.953 1.261 3.128 -0.42 -0.56 -0.09 1.219
F -6.627 1.046 -2.756 -0.02 -0.03 0.00 -0.363
O -1.352 1.852 -1.703 -0.04 0.41 -0.31 0.921
O 5.100 -4.157 -1.622 -0.13 -0.03 0.06 -0.628
O -3.064 0.254 3.139 0.13 0.20 -0.06 -1.022
O -1.980 3.194 -0.086 0.10 -0.07 -0.03 -0.885
O 1.158 1.506 -1.530 0.16 -0.06 0.02 0.792
O -0.975 1.278 1.998 0.37 0.20 0.16 -0.209
O -5.494 -0.122 -5.031 0.01 -0.01 0.03 -0.545
O -1.930 2.695 -4.767 0.00 -0.10 0.01 -0.836
N -1.935 -0.026 5.513 0.20 0.13 -0.10 -0.188
N 0.940 3.062 0.759 -0.28 -0.18 -0.17 1.218
N 1.365 0.862 -5.169 0.17 -0.05 0.03 -0.621
N -3.790 1.392 -4.933 -0.06 -0.03 0.03 0.022
N -0.665 -1.562 -3.667 -0.01 -0.06 0.00 -0.632
N -2.813 0.117 -0.182 -0.01 0.00 0.05 -0.258
N 3.569 -2.725 -0.781 -0.18 0.01 0.06 0.088
N 4.538 -4.419 0.560 -0.03 -0.07 0.19 -0.012
N 1.790 0.078 0.699 -0.13 0.06 0.15 2.425
N -3.545 2.865 -3.168 -0.20 -0.05 0.02 0.318
N 2.320 4.749 0.729 -0.01 0.22 0.14 -0.053
N -0.649 -1.457 0.692 0.19 0.04 -0.08 0.173
N -3.482 3.317 2.117 0.16 0.00 0.00 -0.090
N 0.296 1.012 -4.230 -0.27 -0.11 -0.22 0.762
C -0.821 -2.714 -1.444 0.04 0.02 0.04 -1.697
C 1.386 -4.430 2.548 -0.03 0.03 -0.08 -0.431
C 3.247 -4.739 3.999 0.02 0.01 0.06 -0.662
C -1.083 0.952 4.731 0.01 -0.11 0.06 -1.082
C -3.016 2.345 -4.325 -0.05 0.01 0.06 0.440
C 1.321 5.093 1.615 0.17 0.09 -0.15 -1.048
C 2.215 -0.871 -0.138 0.05 0.08 -0.04 -0.735
C -2.696 2.922 3.328 -0.02 0.15 -0.03 -1.020
C -4.981 0.798 -4.464 0.08 0.05 -0.16 0.251
C 3.857 -1.624 1.404 0.18 0.07 0.12 -0.385
C 3.611 -4.465 1.633 -0.04 -0.21 -0.15 -0.344
C 2.389 0.198 1.886 -0.16 0.09 -0.04 -1.054
C 3.428 -0.632 2.263 0.11 -0.02 0.06 -1.945
C 4.680 1.559 -2.465 -0.02 -0.01 0.00 -1.083
C -2.710 3.715 -2.337 -0.08 -0.08 0.02 -1.811
C -3.248 -1.123 -0.876 0.13 0.02 -0.01 -0.030
C -1.154 -1.485 -2.280 -0.10 -0.17 -0.05 2.724
C 5.181 2.541 -1.617 -0.01 -0.03 -0.02 -1.161
C 4.320 3.167 -0.739 0.05 0.06 0.06 -1.187
C 0.471 4.045 1.615 0.09 -0.23 -0.01 -0.722
C 3.339 1.212 -2.423 0.16 -0.13 -0.18 -0.464
C -4.771 2.424 -2.666 0.29 0.22 0.10 -0.272
C -5.466 1.451 -3.245 -0.05 -0.12 -0.06 0.419
C -1.342 -2.569 -0.015 -0.11 0.08 -0.10 0.541
C -2.850 -2.334 -0.042 0.05 0.02 0.04 -2.091
C -2.651 -1.210 -2.281 -0.01 0.10 0.06 -1.186
C 2.963 2.834 -0.695 0.01 0.20 0.17 0.625
C 0.941 -4.719 5.024 0.04 0.01 -0.07 -1.606
C 2.238 -4.365 1.450 -0.09 -0.09 -0.04 0.062
C 4.108 -4.658 2.919 0.03 0.01 0.07 -0.360
C 3.230 -1.764 0.166 0.20 -0.12 -0.09 0.181
C 4.449 -3.816 -0.666 0.17 0.17 0.04 0.207
C -1.961 2.879 -1.313 -0.06 -0.19 0.19 0.641
C 2.070 3.525 0.230 0.04 -0.08 0.10 0.076
C 2.464 1.843 -1.542 -0.30 -0.19 -0.09 0.784
C 1.867 -4.616 3.838 0.03 0.01 0.06 0.588
H -4.250 2.660 1.968 -0.03 -0.07 -0.01 0.434
H 1.303 6.037 2.134 0.04 -0.05 -0.04 0.468
H -3.322 0.891 -0.596 -0.01 0.02 0.02 0.098
H 4.715 3.906 -0.050 0.00 -0.03 -0.05 0.519
H -2.891 3.341 1.230 0.01 -0.09 -0.04 0.111
H 1.831 -4.285 0.448 0.02 0.01 0.05 0.499
H -3.457 1.052 -5.825 0.02 -0.03 -0.04 0.272
H 1.130 -5.632 5.589 -0.01 0.02 -0.02 0.405
H 3.475 -2.462 -1.749 0.02 0.06 -0.05 0.248
H -3.894 4.242 2.239 -0.05 0.07 0.04 0.461
H -0.432 3.917 2.178 0.00 0.01 -0.09 0.092
H -5.153 2.936 -1.792 0.05 0.02 -0.02 0.494
H -4.335 -1.123 -0.981 -0.07 -0.02 0.01 0.719
H 3.656 -4.908 4.989 -0.01 0.00 -0.06 0.442
H 0.176 -2.131 -3.722 0.00 0.00 0.01 0.271
H -3.122 0.045 0.787 -0.06 0.02 -0.03 0.130
H 0.250 -1.806 1.014 -0.02 -0.01 0.02 -0.144
H 5.318 -5.058 0.611 -0.01 -0.09 -0.05 0.283
H 0.262 -2.891 -1.443 -0.06 0.00 0.01 0.394
H -1.291 -3.595 -1.893 0.05 -0.01 -0.01 0.503
H 0.660 1.279 -3.309 0.17 0.09 0.37 -0.844
H -1.178 -1.248 1.534 0.00 0.03 -0.02 0.074
H 4.679 -2.272 1.681 -0.06 0.19 -0.06 0.875
H -1.992 4.218 -2.980 0.05 0.06 0.00 0.299
H -2.854 -0.284 -2.833 0.00 -0.07 0.03 -0.575
H -3.326 -3.220 -0.466 -0.01 -0.01 0.04 0.548
H -0.429 1.691 -4.500 -0.16 0.11 -0.05 0.689
H -0.104 -4.732 4.711 0.03 0.00 0.00 0.341
H -0.131 0.476 4.504 0.03 -0.01 0.02 0.226
H -3.378 2.886 4.176 -0.03 0.07 0.05 0.509
H -2.673 -0.344 4.848 -0.13 -0.01 -0.09 0.328
H -3.160 -2.024 -2.809 0.00 0.03 -0.03 0.906
H -1.158 -3.506 0.512 0.02 -0.07 0.05 0.210
H -0.660 -0.631 -1.818 0.15 0.22 0.02 -1.472
H -1.406 -0.836 5.836 0.06 -0.02 0.04 0.329
H 1.089 -3.883 5.713 0.01 -0.02 -0.01 0.323
H 1.737 -0.914 -1.111 -0.06 -0.02 0.05 -0.046
H 1.825 1.759 -5.276 0.01 0.04 -0.05 0.248
H 3.915 -0.489 3.219 -0.02 -0.03 -0.03 0.544
H 0.961 0.605 -6.062 0.01 0.02 -0.07 0.286
H -3.325 4.456 -1.834 -0.02 0.06 -0.03 0.521
H -0.890 1.844 5.321 0.00 -0.03 0.09 0.510
H 3.092 5.336 0.459 0.03 0.01 0.00 0.245
H -3.236 -2.228 0.979 0.01 -0.02 -0.05 0.502
H 2.033 0.994 2.529 -0.01 0.01 -0.02 0.676
H 6.230 2.806 -1.638 -0.03 -0.01 0.00 0.459
H -0.143 0.053 -4.100 -0.04 0.08 0.02 0.222
H -1.349 -2.027 -4.257 -0.01 -0.02 0.00 0.308
H -2.376 0.394 6.330 -0.05 0.04 0.04 0.376
H 5.340 1.053 -3.159 -0.02 0.02 0.03 0.498
H 5.178 -4.756 3.069 -0.05 0.00 0.00 0.455
H 2.959 0.441 -3.087 0.00 0.07 0.03 0.783
H -1.937 3.680 3.517 -0.06 0.05 -0.02 0.504
H 0.312 -4.383 2.389 0.03 -0.01 -0.02 0.371